Record 1
Density functional theory data (the ωB97M-V functional and the def2-TZVPD basis) for 2 unconnected molecules or ions with the total composition C26H25Br2O2S.

As for the largest force on an atom: 1.49 eV Å⁻¹. As for the total energy: -6702.11352 Ha. The value obtained for the highest occupied orbital energy is -10.6 eV. As for the total charge: +1. The multiplicity is 1. The LUMO energy comes out at -5.0 eV. As for the HOMO-LUMO gap: 0.206 Ha.

```
56
Properties=species:S:1:pos:R:3:forces:R:3
Br 1.0916 7.0004 1.2778 -0.4055 -0.3219 -0.1249
C -0.1603 5.6419 0.8438 -0.3854 -0.2151 -0.0532
C -0.9574 5.7603 -0.3078 0.0638 -0.2342 0.1372
C -1.8101 4.7208 -0.6660 0.1954 -0.2473 0.4642
C -1.9442 3.5740 0.1639 0.3807 0.5615 0.0075
C -2.8009 2.4775 -0.2199 0.0146 0.2417 -0.9490
C -2.8159 1.2639 0.4749 -0.7509 -1.2811 0.1666
C -3.6313 0.2017 0.1040 0.8995 1.0659 0.0924
C -3.6023 -1.0917 0.7128 -0.1372 -1.2415 0.7074
C -4.3326 -2.1750 0.1422 0.4994 0.3372 0.3263
C -4.2703 -3.4533 0.6920 0.2365 0.1284 0.2763
C -3.4969 -3.6856 1.8484 -0.2360 0.7155 -0.4250
Br -3.4363 -5.4072 2.6202 -0.0038 0.3310 -0.1894
C -2.7936 -2.6272 2.4494 -0.2026 0.1286 -0.3086
C -2.8489 -1.3494 1.8938 -0.2185 -0.4106 -0.3523
C -1.1947 3.5260 1.3665 -0.0851 0.3268 -0.2846
C -0.2909 4.5321 1.6896 -0.2398 0.0467 -0.2629
H -0.9050 6.6635 -0.9096 0.0896 -0.2288 0.0418
H -2.3804 4.7843 -1.5975 0.2059 0.0334 0.3488
H -3.2111 2.4707 -1.2391 0.4961 0.0292 0.6455
H -2.1227 1.1139 1.3111 -0.5247 0.1940 -0.4077
H -4.3214 0.3400 -0.7294 0.1348 -0.0277 0.0848
H -4.9176 -1.9909 -0.7629 0.1299 -0.1436 0.3110
H -4.8146 -4.2755 0.2346 0.0998 0.1686 0.1042
H -2.2167 -2.8148 3.3511 -0.1023 0.0762 -0.1793
H -2.2997 -0.5399 2.3749 -0.1883 -0.3292 -0.0561
H -1.3255 2.6947 2.0578 0.1414 0.2954 -0.1715
H 0.2931 4.4691 2.6016 -0.0510 0.0259 -0.1429
C -2.8919 10.2491 1.9065 -0.0319 -0.4112 0.1826
O -2.9643 9.0590 2.7270 -0.2299 -0.0566 -0.7571
C -3.4884 7.9195 2.1810 -0.1118 -0.0426 -0.1173
C -3.5199 6.7936 3.0418 0.0313 0.3913 -0.4179
C -4.0607 5.6001 2.5970 -0.0396 0.0601 -0.1129
C -4.5746 5.4929 1.2925 -0.0089 -0.0386 -0.1377
C -5.2214 4.2082 0.8540 -0.1277 -0.1977 0.5313
C -5.0108 3.7588 -0.4911 0.7987 0.5804 0.1205
S -6.1713 2.6300 -1.0354 -0.5785 0.5012 -0.4603
C -7.7378 3.5940 -1.0944 0.0910 -0.5379 -0.2621
C -5.8245 2.5651 -2.8290 -0.2582 -0.1680 0.5374
O -5.9190 3.5353 1.6354 0.3209 0.3446 -0.4907
C -4.5374 6.6052 0.4404 0.1886 -0.4217 0.1861
C -3.9936 7.8151 0.8615 0.2907 0.3032 0.6913
H -2.4162 11.0064 2.5336 -0.0966 -0.2039 -0.1097
H -2.2691 10.0735 1.0140 -0.2424 0.0282 0.2689
H -3.8956 10.6015 1.6174 0.3116 -0.2233 0.0679
H -3.1168 6.9001 4.0492 -0.1139 -0.0207 -0.2844
H -4.0888 4.7283 3.2563 -0.0774 0.3070 -0.2254
H -4.4423 4.3139 -1.2356 -0.5169 -0.0009 0.1503
H -8.4918 2.9042 -1.4961 0.0388 0.2899 0.1816
H -7.9705 3.8845 -0.0663 0.1012 -0.1128 -0.2004
H -7.6063 4.4614 -1.7542 0.0567 -0.2651 0.2763
H -6.5443 1.8388 -3.2194 0.2390 0.1669 -0.1199
H -5.9750 3.5481 -3.2869 0.1160 -0.2088 0.1732
H -4.8014 2.2023 -2.9705 -0.2510 0.0741 -0.0066
H -4.9444 6.5037 -0.5690 0.1141 0.1757 0.2991
H -3.9673 8.6786 0.1935 -0.0703 -0.3378 0.2291
```
Forces are in eV/Å.



Record 2
Density functional theory data (the ωB97M-V functional and the def2-TZVPD basis) for a molecular structure, C26H25Cl2FeN3O2SSe2SiTe2.

As for the largest force on an atom: 2.05 eV Å⁻¹. As for the total energy: -9531.37436 Ha. The value obtained for the highest occupied orbital energy (alpha / beta) is -2.8 / -5.0 eV. As for the expectation value of S²: 9.014. As for the total charge: -1. The multiplicity is 6. The energy above the lowest of the compared OMol25 structures with the same formula, charge and spin comes out at 59.5 kcal per mole. The LUMO energy (alpha / beta) comes out at 1.7 / 0.4 eV. As for the HOMO-LUMO gap (alpha / beta): 0.166 / 0.200 Ha.

```
65
Properties=species:S:1:pos:R:3:forces:R:3
Fe -0.1218 1.8739 0.1993 0.9956 -1.7497 0.4018
Se -1.7934 2.4228 1.6678 -0.9726 0.5157 0.5696
Te -3.6676 0.9627 0.8272 0.0994 0.1632 -0.0980
Te -3.5613 1.8464 -1.7287 0.1843 0.0077 0.0080
Se -1.1519 2.1249 -2.0275 -0.6697 0.0095 -0.7220
C 0.5036 4.4127 2.7675 -0.1571 -0.1555 0.1860
Si 0.9726 3.7590 1.0679 0.1135 0.7268 -0.1072
C 2.8436 3.7090 1.0781 0.2128 -0.0649 0.0218
C 0.4587 5.1125 -0.1716 0.1201 0.1147 -0.1272
C 1.4351 5.8298 -0.8768 -0.0874 -0.0401 -0.0101
C 1.0961 6.8165 -1.7974 -0.0058 -0.0644 0.0668
C -0.2385 7.1061 -2.0428 -0.0143 -0.0335 0.0265
C -1.2260 6.4146 -1.3519 0.0249 -0.0493 0.0380
C -0.8807 5.4332 -0.4298 0.0962 0.1212 -0.0045
H 1.1700 5.2477 3.0114 -0.0528 -0.0622 -0.0232
H 0.6099 3.6381 3.5340 0.0145 0.0818 -0.0502
H -0.5274 4.7736 2.7902 0.0624 0.0076 0.0367
H 3.2245 4.6499 1.4977 -0.0445 -0.1229 -0.0319
H 3.2645 3.5694 0.0798 -0.0043 -0.0120 0.1110
H 3.1837 2.8787 1.7045 -0.0072 0.0766 -0.0480
H 2.4841 5.6121 -0.7057 -0.0457 0.0143 -0.0370
H 1.8743 7.3563 -2.3259 -0.0127 -0.0362 0.0106
H -0.5075 7.8622 -2.7718 -0.0021 -0.0099 0.0293
H -2.2721 6.6322 -1.5384 0.0312 -0.0064 0.0114
H -1.6673 4.9092 0.1005 -0.0157 -0.0577 -0.0178
Cl -2.0689 -5.2761 2.3271 0.1085 0.0102 -0.0472
C -2.7194 -4.7944 0.7894 -0.1631 -0.1377 0.0247
C -3.7494 -5.5566 0.2623 -0.0026 -0.0118 -0.0154
C -4.3929 -5.1491 -0.8955 -0.0032 -0.0299 0.0807
C -4.0087 -3.9654 -1.5018 -0.0201 0.0375 -0.0142
C -2.9630 -3.2273 -0.9749 -0.0269 -0.0191 -0.1645
Cl -2.4971 -1.7665 -1.7677 0.1426 0.0358 -0.1093
C -2.2568 -3.6293 0.1659 0.2743 -0.0061 0.1085
N -1.2097 -2.8791 0.6757 0.0901 -1.2007 0.0416
C 0.0822 -3.3992 0.9549 -0.7784 -0.1406 -0.5469
C 0.5950 -4.5534 0.3673 -0.0827 -0.1179 -0.0695
C 1.8901 -4.9700 0.6453 -0.0895 0.1104 0.1824
C 2.6916 -4.2227 1.5057 -0.2062 -0.0110 -0.1088
C 2.1555 -3.0899 2.1066 0.1095 0.0196 -0.0430
C 0.8509 -2.6812 1.8515 0.3090 -0.0642 0.4399
C 0.2219 -1.5360 2.5709 0.2552 0.2115 0.5362
C 0.2614 -0.2639 1.7549 0.2761 0.4862 0.6011
O -0.4240 -0.2575 0.6888 -0.0318 0.5977 -0.6256
O 0.9282 0.7075 2.1610 -0.2956 -0.2922 -0.1677
H -4.0562 -6.4511 0.7869 0.0000 0.0001 -0.0050
H -5.2042 -5.7373 -1.3062 0.0452 0.0234 0.0188
H -4.5029 -3.6072 -2.3954 0.0221 -0.0013 0.0304
H -1.2148 -1.8890 0.4864 0.0987 0.6262 -0.1757
H -0.0196 -5.1165 -0.3270 0.0159 0.0292 0.0224
H 2.2744 -5.8691 0.1784 -0.0002 0.0242 -0.0025
H 3.7107 -4.5230 1.7154 -0.0303 -0.0082 0.0006
H 2.7522 -2.5088 2.8004 0.0006 -0.0122 0.0234
H 0.7432 -1.3312 3.5023 0.0728 -0.0629 0.0692
H -0.8220 -1.7758 2.7971 0.0721 0.0309 -0.0568
S 1.9041 1.3601 -0.7768 0.1332 0.2934 -0.3157
C 1.6059 -0.0975 -1.7211 -0.1045 -0.0637 -0.2045
N 2.1953 -1.2362 -1.1935 -0.0386 -0.0669 0.2053
C 2.0297 -2.4729 -1.8201 0.1063 -0.1252 0.0406
C 1.3848 -2.5017 -3.0193 -0.1037 0.0684 -0.0174
C 0.8623 -1.3155 -3.5415 0.0929 0.2150 0.1597
N 0.9891 -0.1121 -2.8526 -0.1329 -0.0493 -0.1164
H 2.4333 -1.2023 -0.2154 0.0744 0.0098 -0.0080
H 2.4442 -3.3347 -1.3144 -0.0546 0.1805 -0.0835
H 1.2640 -3.4406 -3.5439 0.0017 0.0037 0.0036
H 0.3342 -1.2808 -4.4846 0.0007 0.0328 0.0681
```
Forces are in eV/Å.